(1)
Computed, not measured: C5H9NO2S2 as an isolated structure at a distorted geometry, with ωB97M-V with the def2-TZVPD basis set.

Element x y z (Å)
C -0.01 -1.86 0.48
C 1.93 0.48 0.23
C 1.29 0.64 1.55
C 0.49 0.13 0.41
C -0.72 0.89 -2.05
N -1.28 -2.13 0.53
O -0.79 2.43 0.19
O -2.12 0.42 0.41
S 1.19 -2.91 0.28
S -0.94 1.06 -0.17
H 2.02 1.41 -0.42
H 2.50 -0.44 -0.11
H 1.41 -0.17 2.25
H 0.83 1.64 1.92
H -0.54 -0.10 -2.13
H -1.71 1.20 -2.52
H 0.06 1.69 -2.09
H -1.90 -1.39 0.89
H -1.74 -2.99 0.34

Output
E	-32582.6718	eV
energy above the lowest of the compared OMol25 structures with the same formula, charge and spin	336.7	kJ/mol
molecular weight	179.3	g/mol
largest force on an atom	5.8	eV Å⁻¹
gap between HOMO and LUMO	8.965	eV

=====

(2)
Computed, not measured: a 8-piece molecular cluster, C48H99FN7O12P2 overall at a distorted geometry, with ωB97M-V with the def2-TZVPD basis set.

Element x y z (Å)
C 6.24 0.21 1.70
C 6.30 1.70 2.31
C 6.99 2.76 1.28
C 5.99 3.99 0.98
C 5.04 3.64 -0.30
C 3.75 4.57 -0.16
C 2.48 4.13 -1.04
C 2.62 2.73 -1.80
C 1.26 2.23 -2.47
C 0.08 1.89 -1.43
C 0.02 0.30 -1.22
C 0.10 -0.21 0.29
C 1.59 0.07 0.91
C 1.80 1.56 1.46
F 2.59 -0.34 -0.08
O -1.00 0.53 0.91
P -1.91 -0.45 2.06
C -1.12 0.45 3.55
C -2.95 -1.73 3.02
C -3.27 -1.38 4.56
C -2.18 -1.98 5.61
O -2.08 -1.11 6.76
P -3.42 1.21 2.11
C -3.72 1.79 0.31
O -4.96 0.60 2.60
O -0.72 -1.74 1.97
C -0.08 -1.77 0.65
C -0.96 -2.74 -0.27
O -0.71 -2.71 -1.69
C 0.63 -3.00 -2.04
C 1.14 -2.41 -3.40
C 2.57 -2.59 -3.93
C 3.60 -3.39 -3.08
C 3.09 -4.01 -1.76
C 1.64 -3.84 -1.23
H 6.58 -0.56 2.48
H 5.16 -0.06 1.40
H 6.86 0.09 0.74
H 5.24 2.01 2.59
H 6.90 1.68 3.29
H 7.97 3.08 1.77
H 7.20 2.27 0.26
H 6.50 5.01 0.89
H 5.29 4.05 1.89
H 5.68 3.91 -1.22
H 4.85 2.52 -0.23
H 3.47 4.70 0.94
H 4.05 5.62 -0.53
H 2.33 4.93 -1.86
H 1.54 4.14 -0.39
H 3.37 2.90 -2.67
H 3.05 1.88 -1.18
H 1.50 1.37 -3.18
H 0.88 3.10 -3.13
H -0.90 2.18 -1.96
H 0.10 2.50 -0.47
H -0.98 -0.08 -1.66
H 0.83 -0.20 -1.87
H 1.77 -0.63 1.81
H 2.20 1.48 2.54
H 2.57 2.18 0.88
H 0.84 2.18 1.53
H -2.69 -0.86 0.91
H -0.38 1.24 3.13
H -1.90 1.08 4.12
H -0.51 -0.21 4.25
H -2.43 -2.76 3.00
H -3.95 -1.86 2.49
H -4.25 -1.95 4.81
H -3.51 -0.28 4.76
H -1.14 -2.10 5.13
H -2.55 -3.00 6.00
H -1.80 -0.22 6.44
H -4.19 0.89 -0.26
H -2.77 2.13 -0.22
H -4.52 2.63 0.25
H -5.48 0.28 1.81
H 0.88 -2.36 0.91
H -0.73 -3.83 0.08
H -2.10 -2.63 -0.13
H 0.41 -1.81 -4.06
H 2.86 -2.11 -4.93
H 4.67 -3.51 -3.45
H 3.81 -4.61 -1.11
H 1.31 -4.30 -0.23
C 2.37 -5.95 -8.29
C 2.67 -5.77 -6.83
O 3.79 -5.97 -6.37
N 1.66 -5.37 -6.01
C 0.29 -5.09 -6.36
H 3.27 -6.27 -8.81
H 1.60 -6.72 -8.43
H 2.04 -5.00 -8.73
H 1.94 -5.28 -5.04
H 0.07 -4.05 -6.08
H -0.36 -5.75 -5.78
H 0.10 -5.22 -7.42
C 3.25 -7.05 2.11
C 2.91 -5.58 2.18
O 2.90 -4.87 1.19
N 2.60 -5.06 3.40
C 2.55 -5.73 4.68
H 3.47 -7.31 1.07
H 4.13 -7.26 2.71
H 2.40 -7.65 2.44
H 2.39 -4.07 3.37
H 1.55 -5.63 5.08
H 3.26 -5.24 5.35
H 2.80 -6.79 4.60
C -9.74 -1.51 1.38
C -8.62 -0.54 1.15
O -7.44 -0.85 1.28
N -8.94 0.73 0.77
C -10.26 1.30 0.55
H -9.32 -2.48 1.67
H -10.38 -1.16 2.18
H -10.31 -1.65 0.46
H -8.14 1.33 0.63
H -10.31 1.66 -0.48
H -10.38 2.14 1.23
H -11.05 0.57 0.73
C -8.23 -1.10 -5.10
C -8.49 -1.46 -3.66
O -9.11 -2.46 -3.34
N -8.00 -0.63 -2.70
C -7.24 0.60 -2.88
H -8.69 -1.85 -5.75
H -8.69 -0.13 -5.33
H -7.16 -1.07 -5.30
H -8.21 -0.93 -1.76
H -6.28 0.48 -2.37
H -7.79 1.41 -2.40
H -7.07 0.83 -3.93
C -6.47 -5.10 2.32
C -7.89 -4.97 2.81
O -8.40 -3.88 3.03
N -8.61 -6.11 3.02
C -8.19 -7.48 2.83
H -6.04 -4.11 2.20
H -5.88 -5.66 3.04
H -6.46 -5.61 1.35
H -9.55 -5.94 3.35
H -8.86 -7.95 2.11
H -8.28 -8.00 3.79
H -7.16 -7.55 2.48
C 5.22 8.80 -2.72
C 4.72 7.44 -3.14
O 3.98 6.77 -2.43
N 5.13 6.95 -4.34
C 5.99 7.58 -5.32
H 4.81 9.04 -1.74
H 6.31 8.80 -2.65
H 4.88 9.55 -3.43
H 4.76 6.04 -4.55
H 5.44 7.68 -6.25
H 6.85 6.93 -5.48
H 6.33 8.56 -4.99
C 8.96 7.83 3.30
C 7.84 7.48 2.36
O 8.04 7.18 1.19
N 6.57 7.51 2.84
C 6.13 7.84 4.18
H 9.91 7.76 2.77
H 8.85 8.85 3.67
H 8.99 7.12 4.13
H 5.87 7.27 2.15
H 5.59 6.98 4.58
H 5.45 8.69 4.12
H 6.96 8.08 4.84

Output
E	-107672.3454	eV
molecular weight	1047.3	g/mol
largest force on an atom	4.0	eV Å⁻¹
charge	-1
gap between HOMO and LUMO	5.290	eV

=====

(3)
Computed, not measured: F4H10N2O13PbS4 as an isolated structure at a distorted geometry, with ωB97M-V with the def2-TZVPD basis set.

Element x y z (Å)
Pb 0.13 -0.02 -0.01
N -1.08 -0.99 0.83
S -2.32 -0.74 1.62
O -2.28 -1.09 3.01
O -3.60 -0.65 0.86
F -1.96 0.81 1.72
S -0.94 -2.70 0.81
O -2.20 -3.42 0.69
O 0.22 -3.27 1.44
F -0.44 -2.83 -0.75
N 1.33 0.69 -1.08
S 1.07 1.78 -2.18
O 2.12 1.95 -3.16
O 0.22 2.97 -1.84
F 0.02 0.91 -3.00
S 2.38 1.73 -0.25
O 1.98 3.06 0.29
O 3.81 1.56 -0.48
F 2.29 0.85 1.12
O -0.38 -1.12 -1.66
H -0.13 -0.97 -2.57
H -0.93 -1.90 -1.70
O -0.35 1.79 0.85
H -0.40 2.58 0.31
H -0.09 2.11 1.71
O 1.50 -1.29 -0.25
H 2.01 -2.03 0.07
H 2.02 -0.93 -0.97
O -1.71 0.56 -0.82
H -2.41 1.19 -1.03
H -2.18 -0.23 -0.56
O 0.68 -0.08 1.95
H 0.16 -0.49 2.64
H 1.47 0.22 2.40

Output
E	-89193.9406	eV
energy above the lowest of the compared OMol25 structures with the same formula, charge and spin	1337.2	kJ/mol
molecular weight	657.5	g/mol
largest force on an atom	14.4	eV Å⁻¹
gap between HOMO and LUMO	3.429	eV